{"formula": "C37H34AsBrF15GeIIrS2Si3Te", "method": "ωB97M-V with the def2-TZVPD basis set", "symbols": ["H", "C", "H", "H", "C", "C", "H", "H", "C", "H", "F", "F", "C", "F", "C", "C", "C", "H", "C", "F", "H", "C", "C", "H", "S", "H", "C", "F", "H", "Si", "C", "H", "C", "C", "H", "C", "Ir", "Te", "H", "C", "C", "H", "C", "C", "C", "H", "H", "F", "S", "C", "C", "H", "Ge", "C", "F", "F", "C", "C", "H", "F", "H", "H", "H", "F", "H", "H", "C", "F", "C", "Si", "C", "F", "H", "H", "As", "C", "C", "I", "Si", "C", "H", "H", "C", "H", "H", "H", "H", "F", "C", "H", "F", "F", "H", "C", "Br", "C", "C"], "coordinates": [[-0.76445, 4.20477, -4.41724], [3.58642, -0.95316, 3.33170], [-1.31379, 2.73285, 0.88154], [0.51883, 5.63631, -0.40705], [-4.51608, -4.86180, 0.59793], [0.70845, -4.18207, 1.64770], [-1.96753, 4.75508, -0.55897], [4.50147, 2.23520, -2.89438], [1.50264, -5.23494, -0.34242], [-2.49853, 2.52487, -4.38621], [-6.61557, -4.63948, -0.41961], [-3.66653, -3.24773, 3.88769], [-1.84403, 1.70393, -4.69534], [-4.68238, -6.17656, 0.68233], [5.04300, 0.15385, 1.75463], [-3.37017, -4.25815, 1.07041], [-5.50684, -4.07827, 0.03830], [-2.75488, 4.67147, 1.95998], [0.66687, -4.43040, -1.09300], [0.65384, -4.54098, -2.41845], [-0.12062, -1.48463, -3.15390], [-0.14050, -3.51932, -0.43897], [-1.50507, -2.27587, 3.61441], [4.05601, -0.68405, 5.39945], [0.61076, 4.68653, 3.20284], [0.99826, 1.36584, -5.47002], [2.75115, -0.44621, -3.22973], [-4.12449, -0.80334, 0.39447], [0.98070, 4.36777, -4.16048], [2.26649, 1.33665, -3.35403], [-0.74373, -0.99684, -3.90139], [-0.10488, 5.68429, -3.69993], [-0.23187, -1.91649, 5.65550], [3.93539, -0.64608, 2.02177], [3.43358, 2.40653, -1.49250], [-0.38199, -1.82832, 4.29174], [0.77516, 0.44690, 0.06205], [1.87340, 2.13147, 1.60553], [1.95037, 2.84859, -5.28942], [-0.98951, 5.23857, 3.06632], [-3.15764, -2.89036, 0.99888], [2.10347, -1.01086, -2.55763], [5.79767, 0.64998, 2.81175], [4.33897, -0.44851, 4.38093], [3.48070, 2.48052, -2.58025], [-1.32600, 6.08507, 3.64959], [-3.46221, 1.31787, -2.11886], [0.65061, -1.29797, 3.61027], [-1.14363, -0.03300, 1.12955], [1.03140, 4.84328, -0.96152], [-5.34649, -2.70989, -0.03171], [-3.56126, -0.39044, -2.57496], [-1.48712, -2.14927, 1.66549], [-1.25224, -2.46999, 6.40387], [-1.13005, -2.57031, 7.71889], [2.28788, -6.11646, -0.94084], [-2.51513, -2.80931, 4.40524], [-0.93731, 3.44787, 1.59952], [6.65976, 1.27087, 2.60308], [0.81039, -4.10864, 2.97951], [-0.95465, 2.13020, -5.16028], [2.73295, -1.58538, 3.53097], [-2.37027, 1.11547, -5.45791], [-0.94101, -2.76573, -1.21351], [-2.39825, 3.16566, -1.19815], [-0.13305, -0.81566, -4.79268], [-2.89436, 0.38599, -2.18106], [-3.38274, -3.43236, 6.50572], [-4.18699, -2.13840, 0.45385], [-1.45618, 0.58512, -3.28589], [5.44307, 0.34984, 4.11887], [0.87859, -1.48635, 6.25345], [-2.53580, 4.59408, -2.23308], [1.51403, 4.19259, -0.23936], [0.31183, 1.61825, -2.03098], [1.94647, 1.77223, -5.11109], [0.35439, 3.43022, 2.06378], [2.72223, -1.45358, 0.52642], [-0.18168, 3.95201, -2.02697], [1.52336, -5.11122, 1.03315], [2.70009, -0.92108, -4.21363], [2.74619, 1.32443, -5.71373], [-1.93240, 4.12305, -1.44971], [1.81470, 5.29844, -1.57570], [-2.59292, 0.09237, -1.17564], [-1.54395, -1.69591, -4.17055], [3.27933, 3.51918, -2.86353], [2.34041, -5.87675, 1.74616], [-2.39921, -2.91404, 5.77987], [3.77597, -0.53209, -2.85398], [-6.30940, -1.95859, -0.55928], [-2.45414, -5.05875, 1.63463], [6.04275, 0.73654, 4.93394], [-0.00176, 4.59264, -3.74107], [5.58813, 0.61820, 0.01242], [-1.71069, 4.48940, 2.18256], [-0.14618, -3.35729, 0.93792]], "mulliken_charge": [0.326, -0.416, 0.264, 0.372, 0.245, 0.368, 0.301, 0.423, 0.823, 0.329, -0.287, -0.271, -1.142, -0.292, 0.294, 0.521, 0.748, 0.469, 0.004, -0.336, -0.174, 0.308, -0.734, 0.451, -0.104, 0.243, -0.303, -0.431, 0.167, 0.164, -0.565, 0.421, -0.029, 0.361, 0.060, 0.519, 1.217, -0.015, 0.356, -0.518, -0.032, -0.449, -0.502, -0.705, -0.660, 0.408, 0.427, 0.013, -0.666, -0.666, 0.214, 0.446, 0.921, 0.611, -0.293, -0.314, 0.462, 0.048, 0.428, -0.380, 0.298, 0.197, 0.450, -0.386, 0.202, 0.346, -0.675, -0.282, -0.457, 0.130, -0.640, -0.275, 0.440, -0.146, 0.019, -1.030, 0.268, 0.245, 0.293, 0.355, 0.379, 0.446, -1.045, 0.435, -0.073, 0.442, 0.210, -0.310, 0.042, 0.347, -0.300, -0.362, 0.401, -1.063, -0.101, -1.057, -0.192], "e_lumo_ev": [-4.78, -4.59], "gap_ha": [0.204, 0.212], "total_charge": 1}

{"formula": "C3H8N4", "method": "ωB97M-V with the def2-TZVPD basis set", "symbols": ["N", "N", "H", "H", "C", "N", "H", "H", "N", "C", "C", "H", "H", "H", "H"], "coordinates": [[-0.24489, 1.35304, 1.40619], [-0.67967, 0.39582, -0.73857], [0.31958, -2.79686, 1.63286], [0.26165, 2.02373, -1.48967], [-0.11847, 0.25184, 0.56450], [-0.10093, -0.54276, -1.64634], [2.01077, -2.30395, 1.12818], [0.91777, -0.61060, -1.59334], [-0.67235, 1.71631, -1.20802], [0.51331, -0.87752, 0.81871], [0.96424, -2.03755, 1.20517], [-0.62161, -1.41368, -1.62091], [-1.28970, 1.77062, -2.01157], [-1.04869, 1.91353, 1.15744], [-0.21102, 1.15804, 2.39537]], "mulliken_charge": [-0.469, 0.269, 0.239, 0.208, 0.192, -0.711, 0.247, 0.276, -0.618, 0.097, -0.777, 0.281, 0.265, 0.250, 0.253], "e_lumo_ev": 1.05, "smiles": "C=C=C(N)N(N)N", "gap_ha": 0.323}

{"formula": "CH4N2O3", "method": "ωB97M-V with the def2-TZVPD basis set", "symbols": ["O", "H", "H", "O", "C", "N", "H", "O", "N", "H"], "coordinates": [[1.53493, 0.56231, -6.75867], [1.02460, 2.42656, -5.22697], [-0.96083, -0.95756, 6.63742], [-0.36009, 3.42761, -6.14653], [-0.63282, -2.02309, 6.23301], [0.45386, 1.17321, -7.03754], [-0.82018, -1.99506, 5.04748], [0.54962, -2.37408, 6.58068], [0.58905, 2.53705, -6.08621], [-1.37814, -2.77693, 6.75733]], "mulliken_charge": [-0.556, 0.177, 0.056, -0.613, -0.397, -0.103, 0.065, -0.788, 0.096, 0.064], "e_lumo_ev": [6.45, 6.45], "gap_ha": [0.258, 0.258], "total_charge": -2}

What is the formula in the first record? C37H34AsBrF15GeIIrS2Si3Te

What is the formula in the first record? C37H34AsBrF15GeIIrS2Si3Te